# 1
12
Properties=species:S:1:pos:R:3:forces:R:3:lowdin_charge:R:1 method="wB97M-V/def2-TZVPD" e_lumo_ev=0.64 gap_ev=9.1859 e_homo_ev=-8.55
N 2.171285 -0.306738 0.189265 0.08 0.08 -0.05 0.076
C 0.815100 0.090443 0.045093 -0.18 0.22 -0.05 -0.552
C 0.523447 1.384824 -0.212024 -0.16 -0.32 0.03 0.163
C -1.664587 0.788582 -0.144541 0.03 -0.25 -0.12 -0.019
C -1.422977 -0.527992 -0.045586 -0.01 0.08 -0.04 -0.192
N -0.124745 -0.924574 0.123389 -0.01 0.10 0.06 0.036
H 2.566599 -0.611968 -0.694936 -0.06 -0.01 0.08 0.085
H 2.728184 0.465829 0.535295 -0.04 -0.08 0.00 0.075
H -0.958464 1.525106 0.308906 0.15 0.09 0.06 -0.003
H -2.596449 1.222026 -0.485204 0.12 -0.05 0.08 0.074
H -2.168395 -1.306106 -0.174328 0.08 0.09 0.00 0.115
H 0.130997 -1.799432 0.554669 -0.01 0.04 -0.06 0.143



# 2
12
Properties=species:S:1:pos:R:3:forces:R:3:lowdin_charge:R:1 method="wB97M-V/def2-TZVPD" e_lumo_ev="-0.30 / -0.30" gap_ev="8.4770 / 8.4772" e_homo_ev="-8.78 / -8.78"
C -1.118473 0.867127 -0.246154 0.36 0.15 -0.04 -0.045
C -0.248005 -0.211099 0.367092 -0.81 -0.72 -0.23 -0.317
N -0.061375 -1.397557 -0.442050 -1.30 0.11 -0.27 -0.048
C 1.265521 -1.207780 -0.058298 0.78 1.83 0.80 -0.006
C 1.361530 0.458180 0.264482 1.45 -0.86 -0.28 -0.335
N 2.101800 1.352138 0.419082 -1.04 -0.22 0.10 0.145
H -0.721886 1.173152 -1.207476 0.00 0.12 -0.17 0.086
H -2.128357 0.479720 -0.379710 0.02 -0.16 0.03 0.090
H -1.161925 1.738230 0.404126 0.11 0.00 0.01 0.090
H -0.566816 -0.486681 1.365344 0.48 0.10 0.14 0.141
H -0.168851 -1.121676 -1.413737 -0.09 -0.14 -0.11 0.110
H 1.446837 -1.643759 0.927300 0.04 -0.20 0.01 0.090



So what do the calculations give for DFT total energy? Going down the list: -265.3622 -265.3491 Ha.
So what do the calculations give for ΔE to the lowest compared entry with this formula, charge and spin? Going down the list: 455.1 489.6 kJ/mol.